C3H9OP | ωB97M-V/def2-TZVPD

Geometry as XYZ:
```
14
Properties=species:S:1:pos:R:3:mulliken_charge:R:1
C 1.51 0.98 1.65 -0.857
C 1.36 -0.27 -1.12 -0.849
C -2.72 0.02 -0.78 -0.865
O 0.33 -1.46 1.17 -0.520
P 0.56 0.07 0.53 0.501
H 1.16 0.99 2.67 0.290
H 1.85 1.85 1.15 0.302
H 0.87 0.17 -2.06 0.285
H 2.43 0.21 -1.02 0.292
H 1.46 -1.39 -1.37 0.270
H -3.55 0.38 -0.17 0.288
H -2.09 0.70 -1.40 0.274
H -2.89 -0.96 -1.25 0.275
H -0.26 -1.30 1.99 0.313
```

Results
F_max in eV/Å: 2.5
Total energy in Eh: -536.13116
Lowest unoccupied orbital energy (spin up / spin down) in eV: -0.15 / 0.16
Relative energy (zero: lowest compared OMol25 entry of this formula, charge and spin) in kJ/mol: 455.0
HOMO energy (spin up / spin down) in eV: -8.506 / -7.071